# 1
Computed, not measured: a cluster of 2 separate species, C7H12O in total, with ωB97M-V/def2-TZVPD.

Summary:
- Energy above the lowest of the compared OMol25 structures with the same formula, charge and spin: 3.536 eV
- Orbital gap: 9.9 eV
- HOMO level: -8.92 eV
- Calculated total energy: -9497.2821 eV
- Max |F|: 4.961 eV Å⁻¹

Structure (XYZ):
```
20
Properties=species:S:1:pos:R:3:lowdin_charge:R:1
C 0.698 1.639 -2.086 0.005
C 1.543 1.161 -1.212 -0.240
C 1.343 0.172 -0.200 -0.142
C 1.295 -1.105 -0.622 -0.113
C 0.346 -2.070 -0.031 -0.219
C -0.620 -1.382 0.956 -0.146
C -1.748 -0.767 0.517 -0.015
H -0.240 1.102 -2.339 0.072
H 0.910 2.522 -2.722 0.066
H 2.578 1.606 -0.958 0.131
H 0.934 0.425 0.779 0.112
H 1.560 -1.331 -1.640 0.105
H 0.784 -2.983 0.360 0.095
H -0.216 -2.647 -0.825 0.130
H -0.438 -1.603 2.071 0.133
H -2.561 -0.486 1.097 0.028
H -1.951 -0.445 -0.461 0.056
O -1.794 1.892 2.103 -0.022
H -2.537 1.554 2.484 -0.026
H -1.622 1.263 1.389 -0.008
```

***

# 2
Computed, not measured: a structure of composition C48H39N14SZr, with ωB97M-V/def2-TZVPD.

Summary:
- Energy above the lowest of the compared OMol25 structures with the same formula, charge and spin: 5.809 eV
- Orbital gap: 4.6 eV
- HOMO level: -8.29 eV
- Calculated total energy: -83383.3299 eV
- Total charge: +1
- Max |F|: 1.089 eV Å⁻¹

Structure (XYZ):
```
103
Properties=species:S:1:pos:R:3:lowdin_charge:R:1
Zr -0.089 0.132 -0.132 1.619
C -5.166 -2.914 3.080 -0.083
C -4.169 -3.247 4.035 -0.082
C -2.858 -2.894 3.857 -0.023
C -2.524 -2.176 2.693 -0.119
C -1.294 -1.694 2.184 -0.316
N -0.092 -1.852 2.800 0.203
C 1.047 -1.589 2.276 -0.279
C 2.334 -1.919 2.875 -0.104
C 2.673 -2.508 4.086 -0.002
C 4.014 -2.757 4.323 -0.061
C 4.998 -2.441 3.374 -0.067
C 4.656 -1.866 2.162 -0.015
C 3.310 -1.605 1.934 -0.120
C 2.626 -1.062 0.762 -0.302
N 3.283 -0.697 -0.332 0.187
C 2.700 -0.261 -1.450 -0.278
N 1.437 0.097 -1.681 -0.031
C 1.285 0.444 -3.072 -0.271
N 0.469 1.594 -3.574 0.188
C -1.239 0.369 -3.025 -0.309
N -1.487 -0.439 -1.820 -0.503
C -2.907 -0.363 -1.519 -0.298
N -3.483 -0.708 -0.443 0.215
C -2.854 -1.182 0.686 -0.301
N -1.527 -1.074 0.975 -0.080
C -3.515 -1.845 1.744 -0.117
C -4.857 -2.225 1.938 -0.022
C -3.556 0.198 -2.706 -0.106
C -4.906 0.415 -2.944 0.001
C -5.267 0.965 -4.163 -0.060
C -4.300 1.302 -5.113 -0.052
C -2.949 1.105 -4.860 0.001
C -2.597 0.539 -3.648 -0.089
C 2.663 0.421 -3.646 -0.070
C 3.201 0.889 -4.834 -0.018
C 4.565 0.738 -5.038 -0.049
C 5.386 0.151 -4.074 -0.060
C 4.859 -0.247 -2.857 0.002
C 3.498 -0.078 -2.662 -0.100
N 1.299 -1.044 0.991 -0.035
H -6.188 -3.221 3.259 0.101
H -4.455 -3.804 4.918 0.101
H -2.096 -3.160 4.579 0.109
H 1.911 -2.769 4.809 0.118
H 4.313 -3.219 5.255 0.108
H 6.034 -2.665 3.590 0.106
H 5.398 -1.635 1.409 0.115
H -5.612 -1.980 1.203 0.110
H -5.643 0.149 -2.197 0.120
H -6.313 1.132 -4.387 0.109
H -4.609 1.724 -6.060 0.109
H -2.196 1.379 -5.586 0.101
H 2.593 1.381 -5.575 0.096
H 5.005 1.090 -5.962 0.111
H 6.444 0.037 -4.270 0.109
H 5.476 -0.653 -2.066 0.115
C 0.348 0.957 -6.989 -0.091
C 0.595 -0.377 -6.300 -0.239
N -0.202 -0.507 -5.083 0.054
C 0.024 0.167 -3.867 -0.264
S -0.677 -2.012 -1.682 0.655
N -0.732 1.777 -2.759 -0.027
N -0.606 1.990 -1.359 0.014
C -1.489 2.800 -0.897 -0.205
C -2.314 3.723 -1.730 0.013
C -1.713 2.764 0.577 -0.208
C -2.377 3.773 1.239 0.019
C -2.608 3.642 2.603 -0.013
C -2.180 2.499 3.247 -0.007
C -1.529 1.523 2.509 -0.077
N -1.296 1.656 1.205 -0.001
H 0.951 1.032 -7.895 0.080
H -0.701 1.046 -7.272 0.066
H 0.593 1.799 -6.339 0.058
H 0.264 -1.184 -6.952 0.121
H 1.658 -0.537 -6.125 0.091
H -0.429 -1.469 -4.860 0.128
H -2.098 3.586 -2.780 0.082
H -3.376 3.545 -1.548 0.110
H -2.094 4.754 -1.442 0.100
H -2.713 4.647 0.701 0.120
H -3.129 4.419 3.147 0.124
H -2.362 2.342 4.301 0.123
H -1.201 0.598 2.969 0.115
N 1.371 1.704 0.833 0.128
C 2.023 1.970 1.756 -0.193
N 2.770 2.273 2.772 -0.065
C 4.218 1.977 2.763 -0.112
C 5.003 3.277 2.574 -0.153
C 4.247 4.469 3.192 -0.180
C 3.386 4.020 4.372 -0.171
C 2.262 3.101 3.887 -0.119
H 4.419 1.244 1.985 0.119
H 4.446 1.507 3.720 0.132
H 5.176 3.457 1.513 0.114
H 5.980 3.156 3.044 0.118
H 3.601 4.927 2.438 0.115
H 4.952 5.236 3.507 0.114
H 2.940 4.872 4.883 0.118
H 4.004 3.499 5.107 0.119
H 1.420 3.684 3.512 0.124
H 1.903 2.450 4.685 0.126
```

***

# 3
Computed, not measured: a structure of composition C15H22F3N2O7PtS, with ωB97M-V/def2-TZVPD.

Summary:
- Orbital gap (spin up / spin down): 3.7 / 3.7 eV
- ⟨S²⟩: 2.007
- HOMO level (spin up / spin down): -1.85 / -1.84 eV
- Calculated total energy: -55453.9870 eV
- Multiplicity: 3
- Total charge: -1
- Max |F|: 2.044 eV Å⁻¹

Structure (XYZ):
```
51
Properties=species:S:1:pos:R:3:lowdin_charge:R:1
Pt -0.738 -0.051 -0.192 1.155
C -1.040 1.516 4.083 -0.635
F -1.347 2.309 5.111 0.129
F 0.272 1.183 4.169 0.085
F -1.740 0.371 4.220 0.104
S -1.387 2.284 2.429 0.486
O -0.700 3.545 2.491 -0.297
O -0.763 1.291 1.536 -0.465
O -2.809 2.297 2.335 -0.256
O -2.652 0.426 -0.977 -0.351
C -2.701 0.030 -2.335 -0.383
C -3.928 0.470 -3.143 -0.593
O -4.411 1.695 -3.047 -0.318
H -2.761 -1.089 -2.356 0.070
H -1.758 0.379 -2.790 0.053
H -4.725 -0.332 -3.026 0.065
H -3.698 0.221 -4.232 0.065
N 1.247 -0.831 1.063 0.025
C 1.897 -0.134 1.980 -0.128
C 3.042 -0.606 2.615 -0.050
C 3.504 -1.872 2.327 -0.075
C 2.756 -2.660 1.457 -0.059
C 1.649 -2.091 0.868 -0.145
H 1.562 0.875 2.170 0.089
H 3.498 0.061 3.335 0.108
H 4.448 -2.228 2.720 0.104
H 3.086 -3.669 1.258 0.102
H 1.013 -2.638 0.180 0.092
N 0.504 1.500 -1.141 -0.029
C 1.272 2.320 -0.437 -0.116
C 2.341 3.024 -0.989 -0.054
C 2.605 2.933 -2.341 -0.069
C 1.732 2.159 -3.092 -0.053
C 0.659 1.562 -2.467 -0.118
H 1.110 2.498 0.619 0.093
H 2.920 3.641 -0.314 0.106
H 3.460 3.468 -2.734 0.104
H 1.813 2.114 -4.169 0.107
H -0.035 0.947 -3.027 0.094
C 0.846 -1.952 -2.428 -0.136
O -0.362 -1.911 -1.671 -0.233
H 0.652 -1.768 -3.489 0.089
H 1.420 -1.103 -2.063 0.065
H 1.383 -2.897 -2.336 0.079
H -1.018 -2.505 -2.049 0.091
C -1.881 -2.575 1.980 -0.100
O -1.976 -1.753 0.806 -0.215
H -1.695 -1.975 2.867 0.075
H -2.795 -3.148 2.129 0.085
H -1.044 -3.255 1.803 0.070
H -2.724 -2.078 0.295 0.091
```

***

# 4
Computed, not measured: a structure of composition C4H5NO2, with ωB97M-V/def2-TZVPD.

Summary:
- Energy above the lowest of the compared OMol25 structures with the same formula, charge and spin: 3.610 eV
- Orbital gap: 9.6 eV
- HOMO level: -9.81 eV
- Calculated total energy: -9810.7052 eV
- Max |F|: 2.069 eV Å⁻¹

Structure (XYZ):
```
12
Properties=species:S:1:pos:R:3:lowdin_charge:R:1
C -1.607 -0.867 0.319 -0.631
O -0.924 -1.709 -0.377 0.001
C -1.043 0.568 0.297 -0.065
C -1.097 1.764 0.120 0.129
O -2.521 -1.078 1.075 0.092
H 0.220 -1.347 -0.686 0.099
H -1.123 2.804 -0.071 0.031
C 1.520 0.144 0.243 -0.021
N 1.374 -0.677 -0.732 0.066
H 1.770 -0.403 -1.625 0.105
H 1.216 -0.180 1.229 0.097
H 2.215 0.980 0.208 0.097
```

***

# 5
Computed, not measured: the molecule C4H10N2O, with ωB97M-V/def2-TZVPD.

Summary:
- Energy above the lowest of the compared OMol25 structures with the same formula, charge and spin: 2.462 eV
- Orbital gap: 10.1 eV
- HOMO level: -9.23 eV
- Calculated total energy: -9336.5259 eV
- Max |F|: 3.052 eV Å⁻¹

Structure (XYZ):
```
17
Properties=species:S:1:pos:R:3:lowdin_charge:R:1
C 0.282 -2.166 -0.684 -0.078
N 0.029 -0.958 0.081 -0.170
C -1.427 -0.538 0.277 -0.062
C 1.006 0.058 0.087 -0.447
O 2.190 -0.131 0.001 0.072
C 0.437 1.469 -0.182 -0.188
N 0.120 2.258 1.000 -0.009
H -0.376 -2.133 -1.612 0.103
H 1.371 -2.050 -1.079 0.109
H 0.262 -3.079 -0.074 0.079
H -1.284 0.174 1.069 0.063
H -1.979 -1.452 0.669 0.103
H -2.063 -0.222 -0.566 0.086
H 1.126 2.050 -0.717 0.101
H -0.516 1.146 -0.623 0.088
H 0.042 3.214 0.604 0.082
H 0.780 2.361 1.749 0.066
```

***

# 6
Computed, not measured: a structure of composition CH6P2, with ωB97M-V/def2-TZVPD.

Summary:
- Energy above the lowest of the compared OMol25 structures with the same formula, charge and spin: 0.645 eV
- Orbital gap: 10.4 eV
- HOMO level: -9.41 eV
- Calculated total energy: -19710.1769 eV
- Max |F|: 4.805 eV Å⁻¹

Structure (XYZ):
```
9
Properties=species:S:1:pos:R:3:lowdin_charge:R:1
C -0.086 0.591 -0.229 -0.769
P 1.277 -0.677 0.033 0.667
P -1.557 -0.606 -0.144 0.659
H -0.092 1.028 -1.133 -0.056
H -0.083 1.390 0.598 0.058
H 1.798 -0.650 -1.299 -0.116
H 2.322 0.163 0.509 -0.128
H -2.508 0.021 0.705 -0.135
H -1.071 -1.260 0.959 -0.181
```